16
Properties=species:S:1:pos:R:3 method="wB97M-V/def2-TZVPD" relative_energy_ev=0.178 charge=-1 multiplicity=1 orbital_gap_ev=8.25
H 3.51695 0.69700 0.86554
N -1.39596 -0.37669 0.81485
C 0.02271 0.03925 1.03955
H -1.47166 -1.25604 -1.13851
O -0.81048 1.27576 -1.83846
H -1.86459 0.40020 0.35776
C -1.45293 -1.53515 -0.07987
H -0.00627 0.87383 1.77250
H -0.19728 1.61130 -2.50215
H -0.14238 0.87618 -1.13645
O 3.26490 1.20830 0.09636
H -2.32832 -2.14043 0.17041
H -0.56297 -2.13752 0.06628
O 0.73088 0.30911 -0.06780
H 2.32141 0.97392 -0.09064
H 0.37596 -0.81901 1.67064


16
Properties=species:S:1:pos:R:3 method="wB97M-V/def2-TZVPD" relative_energy_ev=0.239 charge=-1 multiplicity=1 orbital_gap_ev=8.24
H 1.40680 -0.47236 1.52774
H 0.62352 -0.12590 -1.93593
H 1.16768 1.46668 -0.19705
O -2.09628 1.84114 0.21504
H -2.68036 -2.16947 0.27510
N 1.66120 0.59270 -0.31783
H -1.86752 -1.10273 -0.53919
O -2.66162 -1.73278 -0.57681
C 0.63741 -0.34765 -0.85543
O -0.60536 -0.16285 -0.32970
C 2.09357 0.20482 1.01034
H -1.33318 1.18391 0.08044
H 1.10819 -1.34898 -0.75379
H -2.76557 1.35720 -0.29738
H 3.10622 -0.22412 1.00351
H 2.20531 1.04039 1.69094


18
Properties=species:S:1:pos:R:3 method="wB97M-V/def2-TZVPD" charge=-2 multiplicity=2 orbital_gap_ev="2.08 / 7.70" s_squared=0.750
O 2.64696 1.84385 2.25881
C -0.43727 -0.33268 -0.98274
H -0.00683 -0.43014 -1.97732
H -0.97541 0.60500 -0.86198
H -1.07237 -2.32422 -0.94946
H -2.00437 -1.33916 -0.05476
N -1.45619 -1.39558 -0.90523
H -2.20520 4.32421 -1.29043
O 1.49391 0.53514 0.07404
H 1.58207 -4.08547 0.38951
H 3.12437 2.19600 1.50103
H -2.30000 3.78015 0.08464
H 2.00197 1.31764 1.73500
H 0.52441 -2.97651 0.47927
O 0.60173 -1.34414 0.95936
O -2.87860 3.92025 -0.69447
O 0.68569 -3.88606 0.10429
C 0.67513 -0.40829 0.13046


15
Properties=species:S:1:pos:R:3 method="wB97M-V/def2-TZVPD" relative_energy_ev=0.279 charge=+1 multiplicity=1 orbital_gap_ev=9.35
H -1.76721 -0.42365 1.53299
H 3.12994 1.35313 -0.70318
H -0.26328 1.52897 1.10120
O 2.79052 0.55729 -0.27852
H -0.57105 -1.67789 1.13700
S -2.60205 -1.93463 -0.11053
H -0.10176 1.93949 -0.48636
H -1.58098 0.36822 -0.89744
H -1.69821 -2.48691 -0.93038
N 0.03857 1.18792 0.18892
H -0.00910 -0.53345 -0.99970
C -0.73180 -0.03023 -0.36145
C -1.25083 -0.93713 0.73435
H 1.05983 1.04426 0.07694
H 3.55742 0.04459 -0.00385


Max |F| values, unit Eh/bohr, following the record order: 0.0224; 0.0207; 0.0333; 0.0354.